C20H44N2O8Si2 | ωB97M-V/def2-TZVPD

```
! RIJCOSX wB97M-V def2-TZVPD def2/J DEFGRID3
* xyz 0 1
C 6.92 -1.64 0.95
C 6.09 -0.96 0.43
C 5.08 -0.13 -0.21
C 4.04 -0.95 -1.00
C 3.39 -0.10 -2.12
Si 2.14 1.09 -1.35
C 2.93 2.79 -1.23
C 2.04 3.80 -0.48
C 2.24 3.82 1.03
N 3.28 3.00 1.57
O 1.55 4.51 1.74
O 0.75 1.29 -2.24
Si -0.74 0.82 -1.64
C -1.14 -0.97 -2.05
C -0.02 -1.98 -1.80
C 0.06 -2.44 -0.38
O -0.83 -2.35 0.43
O 1.24 -3.04 -0.08
C -0.97 1.15 0.21
C -2.44 1.60 0.49
N -3.10 0.90 1.59
C -3.63 -0.40 1.21
C -4.84 -0.25 0.28
C -2.37 0.89 2.78
C -1.88 2.22 3.30
O -2.12 -0.14 3.39
H 7.65 -2.27 1.39
H 5.57 0.62 -0.84
H 4.57 0.43 0.57
H 4.50 -1.84 -1.41
H 3.29 -1.27 -0.28
H 4.20 0.47 -2.57
H 2.97 -0.73 -2.90
H 1.90 0.64 0.04
H 3.94 2.74 -0.85
H 3.00 3.13 -2.27
H 2.25 4.81 -0.84
H 0.99 3.58 -0.66
H 2.92 2.08 1.81
H 3.60 3.45 2.41
H -1.75 1.64 -2.34
H -2.04 -1.26 -1.50
H -1.40 -1.03 -3.11
H 0.93 -1.61 -2.17
H -0.23 -2.89 -2.38
H 1.05 -3.67 0.63
H -0.30 1.92 0.59
H -0.73 0.24 0.75
H -2.44 2.66 0.72
H -3.03 1.50 -0.42
H -2.86 -1.03 0.75
H -3.95 -0.94 2.09
H -5.61 -0.98 0.51
H -4.58 -0.37 -0.77
H -5.26 0.74 0.40
H -1.37 2.03 4.24
H -1.13 2.61 2.62
H -2.69 2.93 3.42
C -4.08 -3.45 -1.53
O -5.12 -3.45 -0.55
H -4.12 -2.50 -2.05
H -3.10 -3.56 -1.05
H -4.22 -4.26 -2.25
H -5.08 -4.29 -0.09
C -7.84 -5.37 -1.40
O -8.02 -4.79 -0.11
H -8.45 -6.26 -1.47
H -8.15 -4.66 -2.18
H -6.80 -5.64 -1.56
H -7.47 -4.00 -0.08
C 7.05 3.49 2.50
O 6.93 4.02 1.18
H 8.10 3.26 2.67
H 6.71 4.21 3.24
H 6.47 2.56 2.59
H 6.00 4.22 1.03
*
```

Energy above the lowest of the compared OMol25 structures with the same formula, charge and spin, eV: 0.000
Gap between HOMO and LUMO, Ha: 0.34566
LUMO level, eV: 0.33
Electronic energy, Eh: -2078.90491